56
Properties=species:S:1:pos:R:3 method="wB97M-V/def2-TZVPD" lumo_energy_ev=-0.85 charge=0 smiles="CCCCN(CCCC)S(=O)(=O)c1ccc(SCC(=O)OCC)c([N+](=O)[O-])c1" homo_energy_ev=-8.92 total_energy_ev=-56053.267 relative_energy_kcal_mol=64.4 gap_ha=0.2966
C -0.60 -0.75 -3.16
C -0.66 -1.16 -1.70
C -1.57 -2.37 -1.48
C -1.63 -2.81 -0.02
N -2.17 -1.77 0.84
C -3.61 -1.66 0.95
C -4.25 -2.80 1.75
C -5.70 -2.51 2.11
C -6.62 -2.43 0.90
S -1.31 -1.51 2.25
O -2.11 -0.69 3.11
O -0.74 -2.72 2.77
C 0.02 -0.50 1.59
C -0.27 0.81 1.22
C 0.68 1.60 0.62
C 1.96 1.10 0.35
S 3.22 2.00 -0.44
C 2.43 3.63 -0.81
C 1.44 3.50 -1.94
O 0.24 3.46 -1.80
O 2.07 3.38 -3.10
C 1.27 3.23 -4.28
C 0.83 4.58 -4.83
C 2.23 -0.22 0.75
N 3.52 -0.77 0.51
O 3.73 -1.92 0.81
O 4.34 -0.03 -0.02
C 1.27 -1.02 1.37
H 0.06 0.11 -3.28
H -1.59 -0.47 -3.52
H -0.22 -1.56 -3.78
H 0.35 -1.41 -1.35
H -1.03 -0.33 -1.10
H -1.21 -3.21 -2.07
H -2.58 -2.13 -1.83
H -2.21 -3.73 0.07
H -0.62 -3.02 0.35
H -4.02 -1.60 -0.06
H -3.80 -0.71 1.46
H -3.66 -2.92 2.66
H -4.20 -3.73 1.18
H -6.06 -3.30 2.78
H -5.75 -1.57 2.67
H -6.55 -3.34 0.31
H -7.66 -2.32 1.22
H -6.37 -1.59 0.27
H -1.26 1.19 1.43
H 0.41 2.60 0.32
H 1.97 4.05 0.09
H 3.27 4.24 -1.13
H 0.39 2.62 -4.03
H 1.91 2.70 -4.98
H 0.19 5.08 -4.11
H 0.28 4.43 -5.75
H 1.70 5.20 -5.03
H 1.51 -2.02 1.66

***

19
Properties=species:S:1:pos:R:3 method="wB97M-V/def2-TZVPD" lumo_energy_ev="0.44 / -1.56" charge=0 homo_energy_ev="-9.86 / -7.40" total_energy_ev=-8459.953 relative_energy_kcal_mol=101.5 gap_ha="0.3782 / 0.2146"
C -0.97 2.08 -0.17
C -1.18 0.79 -1.00
C -0.91 -0.39 -0.16
C 0.02 -1.46 -0.46
C 1.12 -1.61 0.61
C 1.58 -0.14 0.90
O 1.77 0.60 -0.15
H -1.62 2.10 0.70
H 0.08 2.11 0.12
H -1.21 2.94 -0.80
H -2.23 0.75 -1.34
H -0.52 0.80 -1.87
H -1.62 -0.55 0.66
H -0.54 -2.40 -0.47
H 0.51 -1.26 -1.42
H 1.92 -2.24 0.20
H 0.73 -2.08 1.52
H 0.63 0.20 1.49
H 2.43 -0.23 1.63

***

102
Properties=species:S:1:pos:R:3 method="wB97M-V/def2-TZVPD" lumo_energy_ev=4.20 charge=-2 homo_energy_ev=-1.87 total_energy_ev=-127876.535 gap_ha=0.2233
Ag 0.11 0.25 -0.17
C 3.72 2.80 2.14
C 2.31 2.84 2.74
C 2.33 3.27 4.21
C 1.40 3.73 1.92
C 1.75 5.05 1.67
C 0.95 5.87 0.88
C -0.19 5.34 0.30
C -0.57 4.03 0.52
C -1.82 3.45 -0.11
C -2.04 3.92 -1.54
C -3.04 3.74 0.77
C 0.20 3.22 1.38
N -0.18 1.90 1.60
C -0.61 1.52 2.79
O -0.77 2.20 3.83
C -0.93 0.04 2.85
C -1.02 -0.64 4.06
C -1.33 -1.99 4.04
C -1.55 -2.63 2.82
C -1.44 -1.87 1.66
N -1.15 -0.58 1.69
C -1.73 -2.46 0.29
O -2.39 -3.52 0.23
N -1.24 -1.73 -0.70
C -1.68 -1.94 -2.01
C -2.99 -1.57 -2.40
C -3.36 -1.70 -3.73
C -2.48 -2.18 -4.68
C -1.20 -2.53 -4.30
C -0.79 -2.43 -2.98
C 0.60 -2.88 -2.57
C 1.71 -2.26 -3.41
C 0.68 -4.41 -2.58
C -3.97 -0.99 -1.40
C -4.44 0.40 -1.82
C -5.16 -1.94 -1.19
H 4.33 2.05 2.65
H 4.23 3.77 2.25
H 3.67 2.56 1.08
H 1.91 1.83 2.68
H 2.68 4.30 4.31
H 2.99 2.62 4.79
H 1.32 3.20 4.61
H 2.66 5.46 2.09
H 1.23 6.90 0.70
H -0.79 5.97 -0.36
H -1.68 2.36 -0.13
H -2.32 4.98 -1.58
H -2.84 3.34 -2.01
H -1.13 3.78 -2.13
H -3.19 4.82 0.84
H -2.88 3.35 1.78
H -3.94 3.29 0.35
H -0.86 -0.10 4.98
H -1.41 -2.55 4.97
H -1.82 -3.67 2.74
H -4.36 -1.41 -4.03
H -2.79 -2.27 -5.72
H -0.50 -2.90 -5.05
H 0.73 -2.55 -1.54
H 1.64 -2.57 -4.46
H 2.69 -2.58 -3.03
H 1.67 -1.17 -3.37
H 0.53 -4.79 -3.60
H -0.09 -4.84 -1.94
H 1.66 -4.74 -2.22
H -3.46 -0.88 -0.45
H -5.01 0.38 -2.75
H -3.58 1.06 -1.96
H -5.07 0.84 -1.04
H -5.69 -2.12 -2.13
H -5.86 -1.52 -0.47
H -4.79 -2.89 -0.80
C 3.95 -0.42 -0.54
C 2.82 -1.11 0.18
O 1.96 -0.47 0.76
C 2.79 -2.59 0.21
C 3.79 -3.39 -0.36
C 3.68 -4.77 -0.32
C 2.58 -5.37 0.26
C 1.58 -4.59 0.84
C 1.70 -3.22 0.82
H 3.76 0.65 -0.55
H 4.02 -0.76 -1.57
H 4.89 -0.62 -0.02
H 4.65 -2.94 -0.83
H 4.45 -5.38 -0.77
H 2.48 -6.45 0.26
H 0.72 -5.06 1.29
H 0.94 -2.59 1.26
Se 1.44 1.73 -2.14
C 1.01 1.74 -3.98
C 1.89 2.30 -4.92
C 1.54 2.30 -6.26
N 0.40 1.80 -6.74
C -0.43 1.27 -5.84
C -0.18 1.21 -4.49
H 2.83 2.72 -4.59
H 2.22 2.73 -6.99
H -1.35 0.86 -6.25
H -0.89 0.75 -3.82